[1]
C21H26N6O2 | ωB97M-V/def2-TZVPD

Geometry as XYZ:
```
55
Properties=species:S:1:pos:R:3:forces:R:3
C 4.341736 0.089912 -2.602846 -0.112 -0.296 0.089
C 3.978527 -1.016348 -1.616820 -0.025 0.203 -0.176
N 4.480593 -0.710529 -0.297720 0.039 -0.166 0.052
C 5.923694 -0.797754 -0.159857 0.203 0.120 -0.023
C 6.150721 -1.024477 1.329622 -0.038 -0.027 -0.134
C 4.984911 -1.939509 1.693352 -0.082 0.045 -0.149
C 3.844685 -1.399439 0.820017 -0.314 0.183 0.390
C 2.978891 -0.388472 1.598876 0.141 -0.233 0.061
N 2.025183 0.244025 0.722502 -0.028 -0.598 0.111
C 2.117188 1.536814 0.374419 -0.514 0.132 -0.378
O 2.847993 2.350499 0.893220 0.276 0.318 0.056
C 1.163417 1.924754 -0.776578 0.596 0.091 -0.010
N -0.233965 1.668117 -0.493871 -0.293 -0.741 -0.175
N -0.930096 2.741247 -0.083212 -0.366 0.846 0.347
C -2.180500 2.662296 0.174560 0.255 0.413 0.028
C -2.954822 3.841435 0.634634 -0.063 -0.026 0.000
N -2.842378 1.467948 0.018578 0.665 -1.076 -0.404
N -4.126485 1.240679 0.224787 -0.713 0.274 0.218
C -4.332829 -0.045456 -0.064508 0.920 0.289 -0.114
C -5.655224 -0.637848 0.051737 -0.600 -0.140 0.085
C -6.726966 0.146827 0.478965 0.157 -0.066 -0.048
C -7.990260 -0.398337 0.593601 -0.078 0.002 0.017
C -8.203726 -1.732432 0.284319 -0.037 -0.036 -0.003
C -7.145389 -2.518513 -0.140589 -0.081 -0.093 -0.007
C -5.878467 -1.978627 -0.257321 0.096 0.227 0.041
C -3.127911 -0.660281 -0.469242 0.280 0.372 0.039
C -2.179415 0.339225 -0.408061 -0.744 -0.186 0.112
C -0.760117 0.409226 -0.674451 0.426 0.292 -0.052
O -0.059231 -0.533288 -1.021455 -0.211 -0.198 -0.114
H 4.071804 1.055162 -2.181909 -0.027 0.137 0.028
H 3.809344 -0.054120 -3.539932 0.008 0.013 -0.149
H 5.408587 0.091251 -2.809349 0.120 0.061 -0.059
H 2.890644 -1.097196 -1.560599 0.040 -0.053 -0.021
H 4.370321 -1.983209 -1.989548 -0.088 0.035 0.064
H 6.390499 0.123160 -0.515330 0.112 -0.083 -0.033
H 6.331483 -1.643080 -0.742801 0.008 0.032 0.002
H 7.121972 -1.467686 1.540895 0.038 0.048 0.031
H 6.068459 -0.078973 1.864264 0.059 0.060 0.038
H 4.738898 -1.914608 2.753210 -0.028 -0.069 0.072
H 5.216039 -2.968627 1.413755 0.002 -0.023 0.040
H 3.191675 -2.211143 0.469396 0.073 0.024 -0.024
H 3.608496 0.404255 2.005717 -0.011 -0.112 0.063
H 2.451853 -0.897541 2.412907 0.081 0.046 0.040
H 1.450818 -0.366531 0.150730 -0.008 0.236 -0.006
H 1.269134 2.994148 -0.959531 -0.012 -0.203 0.036
H 1.445239 1.350171 -1.663803 -0.045 0.084 0.035
H -3.764562 4.043994 -0.064161 -0.071 0.050 0.004
H -2.297366 4.700950 0.706369 0.051 -0.008 -0.012
H -3.401357 3.629603 1.604486 -0.060 0.038 0.048
H -6.544925 1.183271 0.715986 -0.031 0.095 0.031
H -8.813715 0.217038 0.925299 -0.053 0.050 0.024
H -9.192020 -2.158576 0.373989 -0.071 -0.032 0.006
H -7.308717 -3.558607 -0.382382 -0.007 -0.069 -0.017
H -5.061973 -2.600982 -0.589743 0.089 -0.066 -0.036
H -2.960400 -1.673791 -0.764593 0.074 -0.218 -0.066
```
Forces are in eV/Å.

Computed properties:
SMILES = CCN1CCC[C@H]1CNC(=O)Cn1nc(C)n2nc(-c3ccccc3)cc2c1=O
E_HOMO = -8.20 eV

---

[2]
C21H27 | ωB97M-V/def2-TZVPD

Geometry as XYZ:
```
48
Properties=species:S:1:pos:R:3:forces:R:3
C -3.686256 6.747158 3.534278 -0.395 0.256 0.400
C -2.410255 6.637531 2.758428 0.268 -0.249 0.498
C -2.359111 5.744240 1.726176 -0.835 -0.406 -0.732
C -3.518873 4.849402 1.286505 0.116 -0.194 -0.440
C -1.132778 5.485140 1.105214 0.149 -0.522 0.932
C 0.110802 5.823714 1.661289 0.416 -0.413 -0.834
C 1.290183 5.021045 1.140734 0.105 -0.075 -0.526
C 0.159754 6.725193 2.684911 -0.284 -0.239 0.285
C 1.458559 6.954115 3.379917 0.258 0.344 0.550
C -1.126218 7.254258 3.268343 -0.074 -0.603 -0.526
H -1.163300 8.364990 3.249905 0.015 -0.462 0.128
H -3.594459 7.425698 4.388160 0.030 -0.164 -0.109
H -4.559976 7.097485 2.945383 0.636 -0.263 0.055
H -3.960144 5.731624 3.917761 0.240 0.731 -0.260
H -3.099800 4.112806 0.577383 -0.325 0.148 0.442
H -3.988053 4.290966 2.118785 0.339 0.383 -0.306
H -4.318793 5.343942 0.719710 0.198 0.224 0.368
H -0.795515 0.686614 1.012124 0.211 0.992 0.099
H -1.135397 4.741406 0.306508 0.030 0.366 -0.015
H 0.929969 4.467195 0.256776 0.347 0.024 0.446
H 2.128829 5.624527 0.776843 -0.143 0.082 0.287
H 1.691419 4.285080 1.867925 -0.361 0.475 -0.257
H 1.326232 7.631175 4.228113 0.103 -0.125 -0.043
H 1.838957 5.981327 3.764529 -0.243 0.509 -0.222
H 2.265816 7.375037 2.755526 -0.492 -0.239 -0.038
H -1.071485 6.959542 4.334506 -0.087 0.338 -0.081
C -1.767698 0.222375 2.847170 -0.228 -0.432 0.242
C -3.195343 0.325382 2.202603 0.402 0.230 0.376
C -3.035119 -0.651002 1.039426 0.947 -0.988 -0.532
C -1.731787 -0.997612 0.793221 -1.668 0.714 0.319
C -0.839974 -0.169815 1.678484 -0.008 0.072 0.057
C 0.658119 -0.436107 1.835173 0.296 -0.417 -0.107
C 1.333835 -1.170893 0.846908 0.457 0.167 -0.515
C 2.711719 -0.976010 0.605315 -0.342 0.284 0.729
C 3.440446 -0.122157 1.457202 0.073 -0.090 -0.554
C 2.821145 0.470851 2.558350 -0.002 -0.302 -0.280
C 1.448303 0.283749 2.742149 -0.117 0.463 0.105
H -1.382163 1.124198 3.332570 -0.399 -0.063 0.126
H -1.870927 -0.596238 3.591955 0.582 0.426 -0.358
H -4.018256 0.095484 2.927196 0.755 -0.161 -0.619
H -3.431300 1.377790 1.896095 0.319 -0.720 -0.275
H -3.892143 -1.044897 0.475167 0.473 0.325 0.194
H -1.291613 -1.490103 -0.080525 -0.736 -0.223 0.431
H 0.774041 -1.842570 0.181852 0.278 0.430 0.262
H 3.203254 -1.442490 -0.259002 -0.287 0.111 0.524
H 4.486378 0.120788 1.225769 -0.458 -0.289 0.182
H 3.414703 1.110038 3.231668 -0.467 -0.432 -0.279
H 0.980260 0.792409 3.581526 -0.089 -0.022 -0.128
```
Forces are in eV/Å.

Computed properties:
Total charge = +1
E_HOMO = -10.59 eV

---

[3]
C21H27AsF6N2O10P2SV | ωB97M-V/def2-TZVPD

Geometry as XYZ:
```
71
Properties=species:S:1:pos:R:3:forces:R:3
V -0.704106 -0.223318 0.332561 -0.838 -1.386 0.827
N -4.505460 0.933489 2.007667 0.005 0.000 -0.029
C -3.308032 1.858105 1.962773 0.088 0.026 0.028
C -3.711645 3.259918 2.381641 -0.014 0.002 -0.017
P -2.157072 1.012946 3.201422 0.178 0.153 0.056
O -1.330616 2.237354 3.823299 -0.023 -0.053 -0.010
O -3.141403 0.459882 4.167010 -0.007 -0.003 -0.034
O -1.193548 0.157572 2.435620 -0.184 -0.158 -0.037
P -2.541968 1.671498 0.332721 -0.277 -0.168 -0.087
O -3.391324 2.580046 -0.618370 0.172 0.123 -0.085
O -1.064726 1.995434 0.404981 -0.252 -0.193 -0.211
O -2.689851 0.181520 0.047196 -0.044 0.229 -0.024
H -4.501766 0.574549 2.994070 0.003 0.002 0.018
H -4.329436 0.144881 1.370067 -0.005 -0.004 0.010
H -5.374045 1.399070 1.752637 -0.003 -0.001 -0.005
H -4.055995 3.271987 3.416911 -0.001 -0.004 -0.004
H -4.491376 3.655375 1.726894 0.002 0.003 -0.003
H -2.849499 3.920039 2.312891 0.003 0.003 0.010
H -0.420324 2.191144 3.494940 -0.004 0.027 -0.023
H -2.990548 2.628034 -1.516135 -0.025 0.021 -0.038
O -0.786774 -2.378965 1.152155 -0.117 0.358 -0.334
C 0.388592 -2.138504 1.457553 0.209 0.387 -0.170
O 0.871211 -0.970230 1.137587 0.826 0.029 0.227
C 1.273048 -3.094302 2.155599 -0.147 -0.099 0.019
C 2.586337 -2.755751 2.444549 0.011 0.013 -0.007
C 3.433961 -3.650074 3.101270 0.006 0.003 -0.003
C 2.900393 -4.868619 3.439209 0.011 -0.001 -0.004
O 3.512684 -5.901681 4.084084 -0.012 0.010 0.008
C 2.550728 -6.957823 4.149667 0.005 -0.004 -0.002
O 1.326929 -6.471535 3.607322 -0.006 0.008 0.011
C 1.587238 -5.207162 3.149499 -0.003 -0.003 -0.012
C 0.743008 -4.345988 2.508257 -0.019 0.000 -0.001
H 2.951380 -1.783961 2.144151 -0.004 0.008 0.004
H 4.460062 -3.402279 3.332207 -0.001 0.000 0.000
H 2.399955 -7.241468 5.191725 0.002 -0.005 -0.002
H 2.904344 -7.803393 3.555474 0.000 0.002 -0.005
H -0.282716 -4.593004 2.274533 0.005 -0.006 0.003
S 1.930964 1.510485 2.013231 0.073 0.114 0.144
C 2.206773 2.770045 0.891716 -0.071 -0.009 -0.117
N 1.135926 3.346536 0.274443 0.622 0.357 0.193
C 1.252739 4.335798 -0.599649 0.284 0.120 0.443
C 2.502668 4.854759 -0.907039 0.189 0.013 0.093
C 3.620878 4.294938 -0.321056 -0.009 0.044 -0.039
C 3.477148 3.242040 0.574214 0.031 -0.034 0.039
H 0.207732 2.877472 0.372062 -0.086 0.155 0.071
H 0.339441 4.663139 -1.074987 0.320 0.156 0.340
H 2.573630 5.651703 -1.631418 -0.004 -0.014 -0.003
H 4.608831 4.657312 -0.571144 0.007 0.002 0.008
H 4.329945 2.768288 1.036429 0.003 -0.001 0.005
C 1.383948 -1.257527 -4.517209 0.001 0.000 0.001
C 0.022638 -1.762347 -4.020463 -0.008 -0.007 0.025
C -1.090707 -1.228660 -4.932553 0.000 -0.008 0.004
C 0.004689 -3.296279 -4.020540 0.002 -0.007 -0.009
C -0.202649 -1.271496 -2.653017 -0.010 0.004 -0.040
C -0.402200 -0.857182 -1.528451 0.124 0.225 -0.101
H 1.560446 -1.615219 -5.534642 0.000 0.002 0.004
H 2.186520 -1.624919 -3.875862 -0.001 0.003 -0.002
H 1.409548 -0.168557 -4.518069 0.003 0.009 -0.004
H -0.925718 -1.574015 -5.956218 -0.002 0.002 0.003
H -1.102971 -0.139593 -4.926023 0.006 0.014 -0.003
H -2.064911 -1.587466 -4.597647 0.000 0.004 0.000
H 0.154293 -3.670093 -5.036393 0.003 0.001 0.003
H -0.949790 -3.670394 -3.648758 0.000 -0.001 -0.004
H 0.796809 -3.692132 -3.383711 -0.002 0.002 0.001
F 0.481661 2.321258 -1.908477 -0.222 -0.234 -0.535
As -0.422846 3.144068 -3.155459 -0.127 -0.153 -0.454
F -1.072234 4.213504 -1.904353 -0.627 -0.059 -0.260
F -1.806936 2.110372 -2.840569 0.008 0.013 0.067
F -1.325690 4.005377 -4.338948 0.040 -0.023 0.100
F 0.191077 2.067242 -4.338905 -0.023 0.007 0.057
F 0.920711 4.236756 -3.336169 -0.063 -0.016 -0.106
```
Forces are in eV/Å.

Computed properties:
2S+1 = 4
E_HOMO (spin up / spin down) = -8.19 / -8.33 eV